(1)
DFT (ωB97M-V/def2-TZVPD) results for C2H4N4O in the gas phase.

Calculated values
Lowest unoccupied orbital energy   0.5 eV
Gap between HOMO and LUMO   0.37748 hartree
HOMO level   -9.750 eV
ΔE to the lowest compared entry with this formula, charge and spin   4.7279 eV
Structure (SMILES)   [H]/N=c1/onnn1C

CARTESIAN COORDINATES (ANGSTROEM)
H  1.175  2.401  0.051
N  0.124  2.093  0.103
C  -0.196  0.937  -0.010
O  -1.462  0.391  -0.127
N  -1.448  -1.171  0.067
N  -0.200  -1.408  0.058
N  0.482  -0.299  -0.035
C  2.007  -0.606  -0.053
H  2.254  -1.597  -0.470
H  2.253  -0.734  1.154
H  2.444  0.314  -0.686

Force components x, y, z for each atom (eV/Å):
H -2.8 -1.3 0.3
N 3.2 4.5 -0.2
C -2.0 -6.5 -0.4
O -1.3 -0.1 0.7
N 2.8 2.5 -0.6
N -3.6 0.7 0.2
N 5.5 -1.7 -0.5
C -0.8 2.4 2.2
H -0.6 0.8 -0.3
H 0.1 1.0 -3.3
H -0.4 -2.3 1.9

And the natural (NBO) charges, in e, turn out to be: number 1, H, carries 0.38; number 2, N, carries -0.72; number 3, C, carries 0.65; number 4, O, carries -0.41; number 5, N, carries 0.11; number 6, N, carries 0.00; number 7, N, carries -0.27; number 8, C, carries -0.44; number 9, H, carries 0.24; number 10, H, carries 0.22; number 11, H, carries 0.23

=====

(2)
DFT (ωB97M-V/def2-TZVPD) results for C7H8BrN in the gas phase.

Calculated values
Lowest unoccupied orbital energy   0.8 eV
Gap between HOMO and LUMO   0.31598 hartree
HOMO level   -7.779 eV
ΔE to the lowest compared entry with this formula, charge and spin   0.0000 eV
Structure (SMILES)   C=Cc1c(Br)ccn1C

CARTESIAN COORDINATES (ANGSTROEM)
C  0.985  2.460  0.259
C  0.153  1.613  -0.379
C  0.352  0.173  -0.148
C  1.596  -0.602  -0.054
Br  3.320  0.215  -0.155
C  1.210  -1.936  0.075
C  -0.173  -2.030  0.053
N  -0.639  -0.750  -0.102
C  -2.017  -0.438  -0.105
H  0.854  3.609  0.377
H  1.514  2.078  1.032
H  -0.760  1.982  -0.976
H  1.865  -2.715  0.181
H  -0.898  -2.686  0.288
H  -2.697  -1.313  0.154
H  -2.270  0.365  0.510
H  -2.396  -0.025  -1.008

Force components x, y, z for each atom (eV/Å):
C -3.3 2.9 -1.1
C -0.8 0.8 0.1
C 2.4 -1.1 -0.6
C -2.5 2.3 -0.2
Br -0.6 -0.8 0.0
C -1.0 0.7 -0.1
C 2.5 3.6 -0.6
N 0.3 -0.2 0.1
C -2.1 -1.4 -0.1
H 0.1 -2.1 -1.0
H 2.2 -1.2 1.8
H 1.7 -0.7 0.7
H 1.4 -1.9 0.3
H -1.7 -2.8 0.5
H 1.2 1.0 -0.2
H 0.0 1.1 1.9
H 0.1 -0.2 -1.6

And the natural (NBO) charges, in e, turn out to be: number 1, C, carries -0.35; number 2, C, carries -0.23; number 3, C, carries 0.06; number 4, C, carries -0.14; number 5, Br, carries 0.07; number 6, C, carries -0.31; number 7, C, carries -0.07; number 8, N, carries -0.30; number 9, C, carries -0.41; number 10, H, carries 0.21; number 11, H, carries 0.19; number 12, H, carries 0.22; number 13, H, carries 0.22; number 14, H, carries 0.20; number 15, H, carries 0.22; number 16, H, carries 0.21; number 17, H, carries 0.20

=====

(3)
DFT (ωB97M-V/def2-TZVPD) results for a molecular structure, C3H4BrClO.

Calculated values
Lowest unoccupied orbital energy   0.5 eV
Gap between HOMO and LUMO   0.37237 hartree
HOMO level   -9.633 eV
ΔE to the lowest compared entry with this formula, charge and spin   3.0932 eV

CARTESIAN COORDINATES (ANGSTROEM)
C  0.211  0.602  -1.337
C  0.104  0.187  -0.102
C  1.886  -0.492  0.586
O  1.833  -0.498  1.888
Cl  1.953  -2.111  -0.132
Br  3.153  0.693  -0.297
H  -0.567  0.829  -1.899
H  1.164  0.545  -1.899
H  -0.625  -0.058  0.508
H  2.632  -0.958  2.402

Force components x, y, z for each atom (eV/Å):
C 3.5 -1.5 1.7
C 7.5 -0.4 -1.9
C -4.0 1.2 -3.1
O 2.2 -0.9 3.4
Cl 0.4 -0.3 0.0
Br 0.6 -0.2 0.5
H -3.8 1.2 -2.4
H -0.6 0.3 0.7
H -3.5 -0.8 3.0
H -2.2 1.3 -2.0

And the natural (NBO) charges, in e, turn out to be: number 1, C, carries -0.41; number 2, C, carries -0.09; number 3, C, carries 0.16; number 4, O, carries -0.70; number 5, Cl, carries -0.05; number 6, Br, carries 0.01; number 7, H, carries 0.20; number 8, H, carries 0.22; number 9, H, carries 0.18; number 10, H, carries 0.50

=====

Among the records above, which one has the lowest gap between HOMO and LUMO?
C7H8BrN

=====

Repeat the second record exactly.
DFT (ωB97M-V/def2-TZVPD) results for C7H8BrN in the gas phase.

Calculated values
Lowest unoccupied orbital energy   0.8 eV
Gap between HOMO and LUMO   0.31598 hartree
HOMO level   -7.779 eV
ΔE to the lowest compared entry with this formula, charge and spin   0.0000 eV
Structure (SMILES)   C=Cc1c(Br)ccn1C

CARTESIAN COORDINATES (ANGSTROEM)
C  0.985  2.460  0.259
C  0.153  1.613  -0.379
C  0.352  0.173  -0.148
C  1.596  -0.602  -0.054
Br  3.320  0.215  -0.155
C  1.210  -1.936  0.075
C  -0.173  -2.030  0.053
N  -0.639  -0.750  -0.102
C  -2.017  -0.438  -0.105
H  0.854  3.609  0.377
H  1.514  2.078  1.032
H  -0.760  1.982  -0.976
H  1.865  -2.715  0.181
H  -0.898  -2.686  0.288
H  -2.697  -1.313  0.154
H  -2.270  0.365  0.510
H  -2.396  -0.025  -1.008

Force components x, y, z for each atom (eV/Å):
C -3.3 2.9 -1.1
C -0.8 0.8 0.1
C 2.4 -1.1 -0.6
C -2.5 2.3 -0.2
Br -0.6 -0.8 0.0
C -1.0 0.7 -0.1
C 2.5 3.6 -0.6
N 0.3 -0.2 0.1
C -2.1 -1.4 -0.1
H 0.1 -2.1 -1.0
H 2.2 -1.2 1.8
H 1.7 -0.7 0.7
H 1.4 -1.9 0.3
H -1.7 -2.8 0.5
H 1.2 1.0 -0.2
H 0.0 1.1 1.9
H 0.1 -0.2 -1.6

And the natural (NBO) charges, in e, turn out to be: number 1, C, carries -0.35; number 2, C, carries -0.23; number 3, C, carries 0.06; number 4, C, carries -0.14; number 5, Br, carries 0.07; number 6, C, carries -0.31; number 7, C, carries -0.07; number 8, N, carries -0.30; number 9, C, carries -0.41; number 10, H, carries 0.21; number 11, H, carries 0.19; number 12, H, carries 0.22; number 13, H, carries 0.22; number 14, H, carries 0.20; number 15, H, carries 0.22; number 16, H, carries 0.21; number 17, H, carries 0.20

=====

Repeat the third record exactly.
DFT (ωB97M-V/def2-TZVPD) results for a molecular structure, C3H4BrClO.

Calculated values
Lowest unoccupied orbital energy   0.5 eV
Gap between HOMO and LUMO   0.37237 hartree
HOMO level   -9.633 eV
ΔE to the lowest compared entry with this formula, charge and spin   3.0932 eV

CARTESIAN COORDINATES (ANGSTROEM)
C  0.211  0.602  -1.337
C  0.104  0.187  -0.102
C  1.886  -0.492  0.586
O  1.833  -0.498  1.888
Cl  1.953  -2.111  -0.132
Br  3.153  0.693  -0.297
H  -0.567  0.829  -1.899
H  1.164  0.545  -1.899
H  -0.625  -0.058  0.508
H  2.632  -0.958  2.402

Force components x, y, z for each atom (eV/Å):
C 3.5 -1.5 1.7
C 7.5 -0.4 -1.9
C -4.0 1.2 -3.1
O 2.2 -0.9 3.4
Cl 0.4 -0.3 0.0
Br 0.6 -0.2 0.5
H -3.8 1.2 -2.4
H -0.6 0.3 0.7
H -3.5 -0.8 3.0
H -2.2 1.3 -2.0

And the natural (NBO) charges, in e, turn out to be: number 1, C, carries -0.41; number 2, C, carries -0.09; number 3, C, carries 0.16; number 4, O, carries -0.70; number 5, Cl, carries -0.05; number 6, Br, carries 0.01; number 7, H, carries 0.20; number 8, H, carries 0.22; number 9, H, carries 0.18; number 10, H, carries 0.50

=====

Which value of ΔE to the lowest compared entry with this formula, charge and spin does entry 1 give?
4.7279 eV